1.
44
Properties=species:S:1:pos:R:3:forces:R:3:lowdin_charge:R:1 method="wB97M-V/def2-TZVPD" charge=0 e_above_lowest_ev=0.000 orbital_gap_ev=9.0 fmax_ev_per_a=0.92 spin_multiplicity=1 homo_energy_ev=-8.46 energy_ev=-104346.518 smiles="Cc1cc(Br)ccc1NC(=O)CN1C(=S)NC(C)(C)C[C@@H]1C"
C 0.8681 -0.0978 4.5141 0.2 0.1 0.0 -0.036
C -0.4749 0.3154 4.0092 -0.1 -0.1 -0.2 -0.193
C -1.2949 1.1143 4.7962 -0.2 0.1 0.0 -0.088
C -2.5663 1.4541 4.3756 -0.1 0.1 0.1 -0.680
C -3.0718 0.9939 3.1723 0.0 0.1 0.2 -0.129
C -2.2610 0.2107 2.3767 0.1 0.0 0.0 -0.010
C -0.9634 -0.1100 2.7685 -0.1 0.4 0.2 -0.184
N -0.2055 -0.9094 1.8936 -0.3 -0.4 0.2 0.120
C 1.0403 -0.6481 1.4397 0.2 -0.4 -0.4 -0.452
O 1.7404 0.2842 1.7743 0.2 0.3 0.0 0.066
C 1.4706 -1.6284 0.3371 0.0 0.0 0.4 -0.082
N 0.9966 -1.1084 -0.9266 -0.3 0.1 -0.2 -0.074
C -0.2198 -1.4167 -1.4000 0.0 -0.2 0.0 -0.782
N -0.6118 -0.8652 -2.5679 0.1 0.0 -0.1 0.060
H -1.5340 -1.1596 -2.8611 0.1 0.0 0.2 0.118
C -0.1947 0.4373 -3.0742 0.1 0.4 -0.2 -0.540
C 1.0112 0.9257 -2.2585 0.0 -0.2 0.2 -0.068
H 0.6490 1.5227 -1.4182 0.0 0.0 0.0 0.128
C 1.8579 -0.2065 -1.6716 0.3 0.3 -0.4 -0.305
C 2.6625 -0.9987 -2.7036 -0.1 0.1 0.2 -0.025
H 3.3565 -1.6660 -2.1975 0.1 -0.1 0.0 0.080
H 3.2330 -0.3262 -3.3378 0.1 0.0 -0.1 0.086
H 2.0037 -1.6051 -3.3189 0.0 0.0 -0.1 0.076
H 2.5502 0.2432 -0.9516 -0.2 -0.1 -0.1 0.148
H 1.6399 1.5661 -2.8759 0.0 0.1 0.0 0.130
C 0.1186 0.3131 -4.5684 0.0 0.0 0.3 -0.025
H 0.9559 -0.3529 -4.7460 0.1 -0.1 0.0 0.068
H 0.3583 1.2906 -4.9783 0.0 0.1 -0.1 0.088
H -0.7476 -0.0781 -5.0973 -0.1 0.0 -0.1 0.085
C -1.3628 1.4182 -2.8938 0.2 -0.2 0.0 -0.028
H -1.0646 2.4174 -3.1995 0.0 0.1 -0.1 0.090
H -1.6736 1.4527 -1.8513 0.0 0.0 0.1 0.088
H -2.2143 1.1126 -3.4981 -0.1 0.0 -0.1 0.085
S -1.2466 -2.4954 -0.6396 -0.6 -0.7 0.1 0.671
H 2.5593 -1.6870 0.3096 -0.1 0.1 0.0 0.135
H 1.0482 -2.6220 0.5016 0.1 0.1 -0.1 0.092
H -0.7484 -1.5702 1.3296 0.2 0.0 0.1 0.019
H -2.6331 -0.1641 1.4342 0.0 0.0 -0.1 0.108
H -4.0743 1.2447 2.8634 -0.1 0.0 0.0 0.100
Br -3.6561 2.5524 5.4890 0.1 -0.1 -0.1 0.713
H -0.9366 1.4621 5.7535 0.0 0.0 0.1 0.106
H 0.9675 0.1297 5.5719 0.0 -0.1 0.1 0.079
H 1.6526 0.4210 3.9636 0.0 -0.1 0.1 0.073
H 1.0156 -1.1663 4.3615 0.1 -0.1 0.0 0.090



2.
46
Properties=species:S:1:pos:R:3:forces:R:3:lowdin_charge:R:1 method="wB97M-V/def2-TZVPD" charge=0 e_above_lowest_ev=0.751 orbital_gap_ev=10.3 fmax_ev_per_a=2.51 spin_multiplicity=1 homo_energy_ev=-9.75 energy_ev=-95063.237 smiles=c1ccncc1.c1ccncc1.ClCCCl.ClCCCl.ClCCCl
Cl -0.5178 -0.8299 8.1683 0.1 0.1 -0.4 0.544
C -0.1806 -0.2571 6.4977 -0.5 1.3 0.2 -0.689
C 1.1618 -0.6798 6.0406 -0.3 -0.9 -1.6 -0.613
Cl 1.4856 0.2557 4.5065 0.0 -0.5 0.2 0.546
H -0.1239 0.8536 6.4799 -0.7 -0.7 0.4 0.071
H -0.9729 -0.6184 5.8292 0.2 0.2 0.3 0.073
H 1.1836 -1.7468 5.8310 0.2 0.0 -0.2 0.076
H 1.9438 -0.4252 6.6891 0.9 0.4 1.0 0.049
Cl 2.1802 -4.7986 0.1822 0.5 -0.5 -0.3 0.580
C 1.1748 -3.6177 0.9871 -0.6 -0.4 1.8 -0.705
C 1.5839 -3.4007 2.4415 1.1 -1.4 -0.9 -0.678
Cl 1.2959 -4.7627 3.5539 -0.2 -0.1 -0.1 0.536
H 0.1508 -3.9652 0.9142 -0.2 0.3 -0.1 0.065
H 1.3297 -2.6649 0.5520 -0.1 0.8 -0.9 -0.006
H 1.1551 -2.5424 2.8627 -0.9 1.1 0.4 -0.007
H 2.6544 -3.2760 2.4156 0.4 0.2 0.2 0.058
Cl 0.2275 -0.5738 -0.6692 -0.3 0.1 0.4 0.534
C 0.2227 0.3869 0.8973 -0.7 -2.2 0.2 -0.543
C -1.1347 0.2678 1.6540 1.6 -0.3 0.2 -0.606
Cl -1.4552 -1.4034 2.2454 0.1 0.3 -0.1 0.554
H 0.3471 1.3646 0.4990 0.5 1.0 0.4 0.017
H 1.0637 -0.1012 1.4453 -0.7 1.1 -0.2 0.052
H -1.9291 0.5183 0.9987 -0.7 0.3 -0.6 0.036
H -1.1481 0.9129 2.5427 0.2 -0.1 -0.4 0.068
N -0.5082 4.1687 -0.0020 2.3 -0.9 -0.4 0.044
C -1.7600 3.8276 0.0402 -0.8 -0.5 -1.3 -0.174
C -2.3111 2.9531 -0.9203 -1.5 0.3 0.7 -0.089
C -1.5760 2.3742 -1.9236 -0.2 -0.2 -0.1 -0.098
C -0.2363 2.7160 -1.9600 0.7 0.6 1.7 -0.087
C 0.2759 3.5457 -0.9337 -1.2 0.5 -0.3 -0.127
H -2.3191 4.3166 0.8180 -0.6 -0.1 0.1 0.100
H -3.3799 2.7639 -0.9091 0.0 -0.1 0.3 0.099
H -2.0454 1.6330 -2.6097 0.5 0.8 0.4 0.125
H 0.4173 2.2841 -2.6669 0.7 -0.4 -0.7 0.061
H 1.3245 3.7986 -0.8262 0.0 -0.1 -0.4 0.102
N 0.9436 0.5608 -4.6140 0.5 -0.9 0.5 0.031
C 1.0960 -0.7748 -4.6680 -1.6 -0.1 -1.3 -0.127
C 0.3404 -1.5580 -5.5873 0.2 1.8 0.8 -0.060
C -0.6258 -0.9360 -6.3917 0.9 1.0 0.6 -0.080
C -0.7636 0.4674 -6.3374 -0.4 -0.3 0.9 -0.061
C 0.0566 1.1506 -5.3991 -0.4 0.8 -0.8 -0.177
H 1.7235 -1.2782 -3.9348 0.2 0.4 -0.2 0.100
H 0.4718 -2.6096 -5.5790 0.0 -0.8 -0.1 0.084
H -1.2522 -1.5279 -7.0311 -0.2 -0.1 -0.2 0.095
H -1.6176 0.9585 -6.8682 1.2 -0.3 0.4 0.111
H 0.0472 2.2698 -5.2606 -0.4 -1.2 -0.4 0.115



3.
47
Properties=species:S:1:pos:R:3:forces:R:3:lowdin_charge:R:1 method="wB97M-V/def2-TZVPD" charge=0 e_above_lowest_ev=1.043 orbital_gap_ev="6.2 / 7.2" fmax_ev_per_a=0.58 s_squared=3.7844 spin_multiplicity=4 homo_energy_ev="-6.67 / -7.90" energy_ev=-79858.612
V -0.4196 -0.3362 0.1656 0.1 -0.4 0.4 0.132
C 3.4454 -0.8760 4.9595 0.0 0.0 0.0 -0.090
C 2.9058 0.4141 4.3573 0.0 0.0 0.0 -0.249
N 1.5007 0.3325 3.9938 0.0 0.0 0.0 -0.027
C 1.0650 -0.2515 2.8596 0.0 -0.1 -0.1 -0.784
S -0.6750 -0.3135 2.6167 0.0 0.1 0.0 0.607
N 1.9672 -0.7575 2.0502 -0.1 0.0 0.0 0.023
N 1.3880 -1.2055 0.8968 0.1 0.1 0.1 -0.114
C 1.9983 -2.0823 0.1869 0.0 0.1 -0.2 -0.257
C 3.3606 -2.6081 0.4940 0.0 -0.1 0.0 -0.012
C 1.2386 -2.5164 -1.0024 0.0 0.1 0.0 -0.197
C 1.7349 -3.4183 -1.9320 0.0 -0.1 0.0 -0.003
C 0.9436 -3.7889 -3.0071 0.0 0.0 0.0 -0.048
C -0.3253 -3.2478 -3.1289 0.0 0.0 0.0 -0.042
C -0.7491 -2.3359 -2.1779 0.0 0.0 0.0 -0.097
N 0.0102 -1.9726 -1.1441 0.0 0.2 -0.1 0.010
H 4.5008 -0.7643 5.2124 0.0 0.0 0.0 0.071
H 3.3439 -1.6922 4.2456 0.0 0.0 0.0 0.057
H 2.9018 -1.1401 5.8679 0.0 0.0 0.0 0.071
H 3.4634 0.6725 3.4578 0.0 0.0 0.0 0.109
H 3.0101 1.2400 5.0624 0.0 0.0 0.0 0.112
H 0.7973 0.5863 4.6641 0.0 0.0 0.0 0.110
H 3.5622 -2.4960 1.5554 0.0 0.0 0.0 0.065
H 4.1108 -2.0302 -0.0520 0.0 0.0 0.0 0.101
H 3.4624 -3.6554 0.2127 0.0 0.0 0.0 0.074
H 2.7303 -3.8203 -1.8142 0.0 0.0 0.0 0.108
H 1.3173 -4.4894 -3.7421 0.0 0.0 0.0 0.111
H -0.9759 -3.5107 -3.9503 0.0 0.0 0.0 0.109
H -1.7259 -1.8693 -2.2333 0.0 0.0 0.0 0.055
C -3.1082 4.5213 1.5822 0.0 0.0 0.0 -0.024
C -2.3689 3.3054 2.1643 -0.2 0.1 0.1 -0.556
C -2.9997 2.8596 3.4959 0.0 0.1 0.0 -0.026
C -0.8737 3.5912 2.3350 0.1 0.0 0.0 -0.048
C -2.5321 2.1919 1.2299 0.0 0.0 -0.1 0.017
N -2.6755 1.3168 0.5045 0.0 0.3 0.2 0.066
H -2.9986 5.3548 2.2762 0.0 0.0 0.0 0.094
H -4.1704 4.3151 1.4515 0.0 0.0 0.0 0.093
H -2.6827 4.8121 0.6223 0.0 0.0 0.0 0.097
H -2.8662 3.6666 4.2176 0.0 0.0 0.0 0.095
H -2.5081 1.9635 3.8721 0.0 0.0 0.0 0.069
H -4.0663 2.6634 3.3867 0.0 0.0 0.0 0.094
H -0.7698 4.4028 3.0568 0.0 0.0 0.0 0.095
H -0.4163 3.8842 1.3920 0.0 0.0 0.0 0.044
H -0.3507 2.7090 2.7043 0.0 0.0 0.0 0.061
S -3.6957 -0.3508 -1.1850 0.0 0.0 0.0 0.629
C -2.4297 0.1636 -0.2975 0.0 -0.2 -0.1 -0.872
I 0.7224 1.9031 -0.8669 0.0 0.0 -0.1 0.068



4.
41
Properties=species:S:1:pos:R:3:forces:R:3:lowdin_charge:R:1 method="wB97M-V/def2-TZVPD" charge=0 e_above_lowest_ev=1.653 orbital_gap_ev=9.1 fmax_ev_per_a=0.62 spin_multiplicity=1 homo_energy_ev=-8.39 energy_ev=-21976.709 smiles=CCc1ccc(OCCCCCn2ccnc2)cc1
C 4.8597 2.6261 1.0164 0.2 0.0 -0.2 -0.098
H 5.7417 3.2550 1.1141 0.1 0.1 0.1 0.067
H 3.9836 3.2656 0.9361 -0.1 0.1 0.0 0.073
H 4.7611 2.0232 1.9164 0.0 0.0 0.1 0.073
C 4.9754 1.7264 -0.2157 -0.1 0.1 0.2 -0.219
C 3.7562 0.8597 -0.3549 0.2 -0.1 -0.1 -0.261
C 2.6264 1.3233 -1.0209 0.0 -0.1 0.0 -0.037
C 1.4915 0.5480 -1.1182 -0.1 -0.2 0.0 0.000
C 1.4545 -0.7245 -0.5467 0.1 0.2 0.0 -0.267
C 2.5753 -1.1957 0.1247 -0.3 -0.3 0.0 -0.018
C 3.7080 -0.4029 0.2139 0.0 0.2 -0.1 -0.038
H 4.5731 -0.7850 0.7375 0.1 0.0 0.0 0.114
H 2.5834 -2.1751 0.5776 0.0 -0.1 0.0 0.102
O 0.2848 -1.4087 -0.7034 0.0 0.2 -0.1 -0.068
C 0.1519 -2.6838 -0.1141 0.0 -0.5 0.0 -0.211
C -1.2465 -3.2257 -0.4051 0.2 0.3 0.3 -0.169
C -2.3527 -2.5365 0.3952 0.1 0.1 -0.3 -0.205
C -2.6424 -1.1217 -0.0980 -0.2 -0.1 0.4 -0.179
H -1.7251 -0.5341 -0.0842 -0.1 0.0 -0.1 0.103
H -2.9941 -1.1605 -1.1312 0.0 0.1 -0.1 0.128
C -3.6990 -0.4256 0.7644 0.3 -0.5 -0.1 -0.150
N -3.9608 0.9056 0.2902 -0.2 0.3 0.0 -0.105
C -5.0011 1.3211 -0.4688 -0.1 -0.1 0.0 -0.189
N -4.9130 2.5837 -0.7824 -0.5 0.2 -0.4 0.047
C -3.7600 3.0200 -0.2125 0.2 -0.1 0.1 -0.165
C -3.1526 1.9955 0.4535 0.2 0.2 0.1 -0.082
H -2.2443 1.9503 1.0189 0.2 0.0 0.1 0.112
H -3.4444 4.0386 -0.3163 0.1 0.2 0.0 0.089
H -5.8031 0.6721 -0.7608 -0.1 -0.2 0.0 0.120
H -4.6365 -0.9890 0.7411 0.1 0.1 0.1 0.129
H -3.3537 -0.3717 1.8025 -0.1 0.0 -0.1 0.132
H -2.0663 -2.5046 1.4495 0.0 -0.1 0.1 0.115
H -3.2643 -3.1345 0.3196 0.0 0.0 0.1 0.113
H -1.2436 -4.2906 -0.1653 0.0 0.0 -0.1 0.114
H -1.4438 -3.1154 -1.4722 0.0 -0.1 -0.1 0.120
H 0.3112 -2.6194 0.9720 0.0 0.0 -0.1 0.132
H 0.9020 -3.3685 -0.5357 0.0 0.1 0.1 0.129
H 0.6153 0.9040 -1.6377 -0.1 0.0 -0.1 0.118
H 2.6384 2.3051 -1.4719 0.0 0.1 -0.1 0.116
H 5.0883 2.3493 -1.1054 0.1 -0.1 0.0 0.108
H 5.8655 1.1010 -0.1222 0.0 0.0 -0.1 0.107